(1)
# C4H13NOS2

A 2-piece molecular cluster, C4H13NOS2 overall at a distorted geometry (ωB97M-V/def2-TZVPD, OMol25).

Results
- LUMO (eV) = 0.6
- orbital gap (hartree) = 0.3180
- highest occupied orbital energy (eV) = -8.0
- charge = 0

Last column: Löwdin charge in e.
Element x y z (Å)
C -1.6419 0.0805 -1.2924  -0.46
S -2.4102 0.6463 0.2832  0.41
S -0.7763 1.4821 1.2133  0.39
C -0.9291 0.6743 2.8770  -0.44
H -1.0090 0.8749 -1.6806  0.01
H -1.0456 -0.7908 -1.0369  0.00
H -2.4650 -0.0593 -1.9843  0.02
H -0.1980 -0.1262 2.9408  0.01
H -0.8183 1.4859 3.5850  0.02
H -1.9121 0.2171 2.9398  0.01
C 2.2010 -0.3890 -1.3275  -0.24
O 3.4651 -0.2488 -2.0210  -0.09
C 1.9628 -1.8905 -1.1978  -0.27
N 0.9671 -2.1413 -0.1672  -0.01
H 2.3087 0.0253 -0.3220  0.11
H 1.4578 0.1488 -1.9156  0.10
H 3.8415 0.6090 -1.7906  0.08
H 1.6612 -2.2921 -2.1665  0.11
H 2.9280 -2.3308 -0.9318  0.11
H 1.1015 -1.5638 0.6515  0.05
H 0.9353 -3.1011 0.1556  0.07

(2)
# C25H47Cl2NO3Si2Ti

C25H47Cl2NO3Si2Ti as an isolated structure at a distorted geometry (ωB97M-V/def2-TZVPD, OMol25).

Results
- multiplicity = 2
- LUMO (alpha / beta) (eV) = -3.7 / -3.7
- orbital gap (alpha / beta) (hartree) = 0.2178 / 0.2344
- highest occupied orbital energy (alpha / beta) (eV) = -9.6 / -10.1
- charge = +1

Last column: Löwdin charge in e.
Element x y z (Å)
O -0.0472 2.8982 1.7734  -0.17
O -1.4263 3.1315 -0.2445  -0.25
C -0.5089 1.7670 2.5832  -0.17
C 0.7003 1.5621 3.4336  -0.07
H -0.6984 0.9439 1.9487  0.10
H -1.3444 2.1710 3.1643  0.14
H 1.3193 0.7044 3.0931  0.07
H 0.4263 1.3288 4.4636  0.09
H 1.3688 2.4593 3.5088  0.10
C 1.6574 2.8710 0.8503  0.16
C 1.6328 4.3295 1.1481  -0.07
H 1.3992 2.4125 -0.0743  0.10
H 2.1045 2.2045 1.5301  0.07
H 0.8577 4.7696 0.5003  0.06
H 2.5576 4.8731 0.9553  0.11
H 1.2928 4.4865 2.1956  0.11
C -1.3680 3.3927 -1.7931  -0.12
C -2.6227 3.5473 0.4208  -0.27
C -0.1768 4.2582 -2.0452  -0.07
H -2.2958 3.8691 -2.1610  0.14
H -1.2219 2.4064 -2.0642  0.07
H -0.1973 5.1679 -1.3979  0.09
H -0.1314 4.5797 -3.1017  0.10
H 0.8016 3.7642 -1.8424  0.08
C -2.4332 5.0100 0.5970  -0.05
H -2.5788 3.0510 1.3802  0.09
H -3.5280 3.1633 -0.0985  0.12
H -1.4057 5.2014 0.9666  0.08
H -3.1360 5.5178 1.2793  0.10
H -2.4321 5.4313 -0.4096  0.08
H -0.6072 3.1799 0.9539  0.05
Ti 0.3091 -1.5888 -0.3177  0.89
C -1.1148 -1.0001 -1.7505  -0.34
Si -2.8447 -0.3722 -1.0233  0.50
H -0.4693 -0.0793 -1.6537  -0.04
H -1.0690 -1.1669 -2.7801  -0.03
C -3.3964 -0.0254 0.7751  -0.16
C -3.5431 -2.0156 -1.5403  -0.21
C -3.8033 0.9563 -1.9886  -0.18
C -0.9545 -2.4654 1.0512  -0.37
Si 0.0664 -4.0390 0.8269  0.42
H -1.9793 -2.3748 0.6576  -0.03
H -0.9143 -2.0287 2.0733  0.03
C -1.2732 -5.2218 0.2389  -0.18
C 0.7056 -4.3306 2.5668  -0.17
C 1.5631 -4.1859 -0.3653  -0.17
H -4.8491 0.6251 -2.1066  0.04
H -3.4121 1.0970 -3.0023  0.03
H -3.8746 1.9579 -1.5477  -0.01
H -3.0647 -0.8033 1.4702  0.01
H -4.5005 -0.0062 0.8296  0.05
H -3.0513 0.9409 1.1744  -0.01
H -2.9613 -2.8240 -1.0880  0.01
H -3.3437 -2.0212 -2.6212  0.04
H -4.6053 -2.1632 -1.3399  0.04
H -0.1101 -4.0917 3.2651  0.04
H 1.5635 -3.6917 2.8321  0.00
H 0.9955 -5.3798 2.7106  0.04
H 2.4879 -3.6812 -0.0425  0.03
H 1.3823 -3.9156 -1.4219  0.04
H 1.8103 -5.2626 -0.3757  0.06
H -1.0565 -6.2694 0.4782  0.03
H -1.4278 -5.1304 -0.8446  0.04
H -2.2046 -4.9250 0.7409  0.04
Cl 3.5372 -1.6156 3.1086  0.78
C 3.8898 -1.5700 1.4438  -0.61
C 5.0117 -2.1246 0.8516  -0.11
C 5.1646 -2.2214 -0.5262  -0.61
Cl 6.5695 -2.9687 -1.1700  0.73
C 4.1656 -1.7575 -1.4393  -0.16
C 4.0795 -1.9851 -2.8414  0.01
C 2.9387 -1.6883 -3.4940  -0.05
C 1.8315 -1.1822 -2.8455  -0.08
N 1.8409 -1.1003 -1.5016  -0.05
C 3.0347 -1.1617 -0.8184  -0.17
C 2.8606 -1.0676 0.5914  -0.35
O 1.5888 -0.8790 1.0145  -0.25
H 5.7987 -2.5228 1.5341  0.13
H 4.9561 -2.4175 -3.3721  0.13
H 2.8072 -1.8605 -4.5925  0.14
H 0.9066 -0.8478 -3.3382  0.12